ORCA calculation (ωB97M-V/def2-TZVPD) on a cluster of 2 separate species, C3H9O in total.

Computed properties:
**LUMO level**: 3.975 eV
**Energy above the lowest of the compared OMol25 structures with the same formula, charge and spin**: 0.666 eV
**Total charge**: -1
**Orbital gap**: 0.2241 Ha

Element x y z (Å)
1 H 1.250 1.366 0.329
2 H -0.885 -3.378 2.438
3 C -0.181 1.390 -1.349
4 C 0.298 0.992 0.010
5 H 0.534 0.967 -2.042
6 H 0.604 -0.804 1.223
7 O -0.791 -2.771 1.663
8 H -1.116 0.776 -1.579
9 H -0.530 -1.040 0.010
10 H -0.416 1.332 0.744
11 H -0.369 2.503 -1.358
12 C 0.385 -0.529 0.274
13 H 1.218 -0.804 -0.362

Listed below, in e, are the Löwdin charges computed for each atom: number 1, H, carries 0.08; number 2, H, carries -0.21; number 3, C, carries -0.15; number 4, C, carries -0.36; number 5, H, carries 0.05; number 6, H, carries 0.01; number 7, O, carries -0.65; number 8, H, carries 0.09; number 9, H, carries 0.05; number 10, H, carries 0.09; number 11, H, carries 0.08; number 12, C, carries -0.14; number 13, H, carries 0.06